Below is the ion C51H51N6O with charge +1 at a distorted geometry, with properties calculated with ωB97M-V/def2-TZVPD.

Cartesian coordinates (Å):
O (2.16905, 5.69685, -0.85507)
N (1.53045, -3.87094, -2.29214)
N (-0.12226, 3.01124, -0.87886)
N (0.20416, 4.99844, 0.13524)
N (0.93915, -3.70627, 2.34551)
N (-0.53623, -1.56105, -0.27449)
N (1.41426, -5.16346, 0.12994)
C (2.25973, 2.73244, -1.57104)
C (3.76626, -3.19402, 2.95532)
C (-1.11051, -1.51857, -5.89454)
C (-4.87004, 5.18094, 0.73254)
C (0.24998, 5.98625, 1.18554)
C (-5.12891, -1.61608, -0.58553)
C (3.10658, -2.10460, 5.00393)
C (-2.91641, -0.78823, -0.06195)
C (0.21558, -1.08999, -6.06634)
C (-1.40665, -2.55060, -4.99185)
C (-5.63924, -0.94952, 0.53939)
C (-0.29718, -2.04351, 0.98452)
C (2.61404, 2.22379, -0.18880)
C (0.91837, -2.63019, -4.34893)
C (-3.41726, -0.15128, 1.07610)
C (2.75247, -2.70975, 3.79396)
C (4.44420, -2.03760, 5.40986)
C (1.26191, -2.84410, 3.48178)
C (5.44893, -2.58597, 4.59856)
C (1.09332, -5.93233, 1.30912)
C (-1.49734, -0.50937, -0.58174)
C (1.65061, -5.95230, -1.05309)
C (-3.89884, 5.90452, 0.00114)
C (-0.64284, 3.80951, 0.23958)
C (-6.53005, 6.90415, 0.29969)
C (0.83484, -3.93892, -0.00633)
C (1.24082, 4.89560, -0.75727)
C (-6.16674, 5.68121, 0.88378)
C (5.10757, -3.15941, 3.36978)
C (0.45333, -3.22231, 1.15240)
C (0.86095, -3.26853, -1.25002)
C (-2.10587, 4.16607, 0.17491)
C (-0.49517, 1.71866, -1.12938)
C (-2.53595, 5.41218, -0.13621)
C (-5.57536, 7.63444, -0.42527)
C (1.23463, -1.66188, -5.30580)
C (2.58872, 0.45223, 1.46938)
C (2.01376, -3.12545, -3.45448)
C (3.11808, 1.32606, 2.42670)
C (-0.37876, -3.13956, -4.25157)
C (3.42665, 2.64060, 2.05854)
C (2.37537, 0.89116, 0.16249)
C (-4.78955, -0.18212, 1.34536)
C (-4.27832, 7.14686, -0.56539)
C (2.29826, -5.06323, -2.07684)
C (-1.07356, 0.88977, -0.23633)
C (1.32314, -5.08646, 2.53784)
C (0.17452, -2.06161, -1.33466)
C (-3.76904, -1.53080, -0.88326)
C (1.01907, 3.61612, -1.54879)
C (3.18883, 3.07929, 0.75535)
H (1.99139, 0.19867, -0.59794)
H (-4.57660, 4.23336, 1.19493)
H (0.72164, 3.91279, -2.56730)
H (2.35009, -0.58204, 1.73737)
H (0.00171, -1.55583, -2.28107)
H (2.08015, 1.89404, -2.25327)
H (4.69725, -1.56634, 6.36219)
H (-5.78960, -2.17936, -1.24394)
H (-0.19108, 1.35112, -2.11399)
H (-0.76795, 6.23657, 1.49183)
H (3.09022, 3.33942, -1.96183)
H (-0.45703, 3.26728, 1.19396)
H (-1.91136, -1.05148, -6.47295)
H (2.33434, -6.75737, -0.77277)
H (3.30441, 0.97504, 3.44706)
H (3.52199, -3.63335, 1.98785)
H (-3.35711, -2.00770, -1.77918)
H (-5.17902, 0.40636, 2.18215)
H (1.76616, -6.79549, 1.30982)
H (-7.54700, 7.28226, 0.41132)
H (-2.43013, -2.90438, -4.85967)
H (-1.24847, 1.25392, 0.77952)
H (-0.58808, -3.97060, -3.57294)
H (2.28278, -1.36870, -5.42174)
H (-3.52862, 7.71636, -1.11855)
H (-6.70632, -0.99959, 0.77035)
H (0.46083, -0.30694, -6.78834)
H (0.81255, -1.85518, 3.32055)
H (2.64254, -3.82689, -4.02921)
H (3.32590, -4.79930, -1.77109)
H (6.49105, -2.56711, 4.92871)
H (-6.89593, 5.11261, 1.46478)
H (3.84851, 3.33344, 2.78834)
H (3.45067, 4.09706, 0.45534)
H (0.04772, -6.28979, 1.27808)
H (-5.85374, 8.58779, -0.87681)
H (-1.81613, 6.12618, -0.54479)
H (0.77627, -3.28131, 4.37513)
H (-1.58235, -0.55239, -1.67847)
H (-2.75494, 0.41226, 1.74069)
H (2.35476, -5.59365, -3.03565)
H (0.75458, 6.87424, 0.79670)
H (5.87771, -3.59318, 2.72578)
H (2.68257, -2.29895, -3.14772)
H (2.30892, -1.70063, 5.63055)
H (2.38603, -5.14461, 2.80969)
H (-0.78354, -1.52730, 1.81808)
H (0.81007, 5.60754, 2.05356)
H (-2.79473, 3.33110, 0.32987)
H (0.70792, -6.38032, -1.43646)
H (0.76349, -5.50807, 3.38916)

Calculated values
total charge	+1
gap between HOMO and LUMO	7.434	eV
strongest force on any atom	2.697	eV/A
2S+1	1
DFT total energy	-2377.57455	Eh

***

Below is a structure of composition C55H51BaN6O6P4Se at a distorted geometry, with properties calculated with ωB97M-V/def2-TZVPD.

Cartesian coordinates (Å):
Ba (0.31126, 0.03633, 0.58737)
Se (0.52182, -1.90148, 3.10122)
P (-3.30683, 1.52281, 0.54668)
P (0.17095, 4.72226, 1.10581)
P (2.72458, -2.63403, 0.87444)
P (2.47837, -1.61781, -2.13774)
O (1.06689, -0.38564, 3.35645)
O (1.79839, -2.86979, 2.49658)
O (1.71686, -0.38974, -1.79584)
O (-0.04551, -2.71129, 4.34882)
O (2.22098, -1.21521, 0.79329)
O (-0.56806, -1.78828, 1.84519)
N (1.67679, 2.47129, 1.86827)
N (-0.37104, 4.50832, -1.61730)
N (0.72963, 2.76489, -0.82353)
N (2.20952, 4.32183, 2.95221)
N (-1.09512, 3.36184, 3.17183)
N (-2.52233, 4.53335, 1.95608)
C (5.06527, -1.79035, 1.99827)
C (-3.20265, 0.92696, -1.17469)
C (-0.10133, 3.68366, -2.67444)
C (2.13248, 5.67174, 3.45074)
C (3.57057, -1.27771, -3.54931)
C (-3.05905, 5.38049, 0.92630)
C (4.62697, -4.11920, 2.35475)
C (-0.94892, -3.62972, -2.84534)
C (-1.23321, 4.10546, 2.09602)
C (-5.79961, 2.10885, 1.76003)
C (0.13850, 3.89293, -0.50181)
C (6.23200, -1.89076, 2.73791)
C (1.34391, -2.92038, -2.66281)
C (-6.96231, 2.84245, 1.92943)
C (-2.82890, 0.21677, -3.79440)
C (-5.33510, 3.31294, -0.24918)
C (2.96681, 3.30996, 3.48036)
C (5.15272, -0.49185, -5.70383)
C (-2.32948, 3.28483, 3.73573)
C (-3.59327, 0.01029, 1.52758)
C (-1.76457, 0.27629, -2.90493)
C (-3.15521, -1.23432, 3.54992)
C (5.79970, -4.22375, 3.08770)
C (-0.53169, -4.83751, -3.37556)
C (-4.54568, -2.17986, 1.83451)
C (0.09703, -5.69958, 0.14582)
C (-4.95637, 2.33118, 0.66981)
C (4.05255, -1.30788, -5.91073)
C (-4.12031, 0.47493, -3.35216)
C (2.27373, -6.48394, -0.47426)
C (4.26374, -2.90398, 1.78926)
C (-0.01077, -2.67228, -2.48379)
C (5.45733, -0.05619, -4.42141)
C (-7.32130, 3.81774, 1.00904)
C (-4.30535, 0.83632, -2.02698)
C (0.91167, -6.70850, -0.33734)
C (0.57878, 2.61750, -2.16502)
C (2.80657, -5.24989, -0.14690)
C (-4.37058, -1.04742, 1.05999)
C (-3.93882, -2.27418, 3.08006)
C (1.75927, -4.14022, -3.18732)
C (-6.50132, 4.04441, -0.08607)
C (0.63811, -4.47740, 0.52079)
C (2.62714, 2.17916, 2.79473)
C (0.82410, -5.09459, -3.54208)
C (1.43527, 3.76094, 1.98265)
C (-1.87889, 0.61514, -1.54553)
C (3.26281, -1.69561, -4.83848)
C (-2.98366, -0.09686, 2.77317)
C (3.55422, -2.34629, -0.86475)
C (1.99763, -4.23637, 0.36334)
C (6.60724, -3.11100, 3.27820)
C (4.66778, -0.44464, -3.35255)
C (-3.23122, 3.99392, 2.99367)
C (-1.00368, 5.79728, -1.73674)
H (0.00272, -3.70107, 0.92338)
H (5.76833, -0.18681, -6.54065)
H (0.48564, -7.66749, -0.60674)
H (2.96468, 5.83769, 4.13237)
H (-3.25761, 4.80515, 0.01837)
H (6.30625, 0.59415, -4.25280)
H (-5.30644, 1.05243, -1.66708)
H (-3.99365, 5.81525, 1.27643)
H (-5.54198, 1.35216, 2.49061)
H (2.39429, -2.31854, -5.00833)
H (-6.77053, 4.79102, -0.82390)
H (-5.14385, -3.00228, 1.46076)
H (3.79939, -1.64043, -6.90950)
H (3.65245, 3.48540, 4.29063)
H (-2.65642, -0.04090, -4.83528)
H (-4.71492, 3.49699, -1.11975)
H (-2.62835, -1.33127, 4.48979)
H (-2.35626, 6.18645, 0.70906)
H (-1.26023, -5.58857, -3.65454)
H (-0.61816, 6.30553, -2.62073)
H (-4.05014, -3.17492, 3.67017)
H (4.89915, -0.08066, -2.35906)
H (-7.59444, 2.64355, 2.78644)
H (-2.33672, 0.70020, 3.11976)
H (-4.96692, 0.40290, -4.02617)
H (-4.29409, 4.13840, 3.08229)
H (1.15149, -6.04571, -3.94162)
H (7.51729, -3.19103, 3.86009)
H (3.98292, -4.98210, 2.24868)
H (-0.77562, 0.05261, -3.30581)
H (-0.34176, -1.72252, -2.08317)
H (-2.08733, 5.70406, -1.82418)
H (-0.76232, 6.40048, -0.86230)
H (2.92360, -7.26718, -0.84654)
H (6.07027, -5.17652, 3.52613)
H (4.32954, -1.59443, -0.68499)
H (4.04404, -3.22683, -1.30035)
H (0.94379, 1.73688, -2.66364)
H (4.75821, -0.83168, 1.59563)
H (-0.96838, -5.86140, 0.25355)
H (2.19913, 6.38493, 2.62890)
H (1.19546, 5.83085, 3.98840)
H (-2.00081, -3.41627, -2.70710)
H (6.84273, -1.01077, 2.89952)
H (-8.23342, 4.38611, 1.13920)
H (2.81499, -4.35270, -3.31252)
H (2.96102, 1.16789, 2.94412)
H (-2.50802, 2.71542, 4.63201)
H (-0.43707, 3.91858, -3.66924)
H (3.87169, -5.09102, -0.26802)
H (-4.82139, -0.98159, 0.07654)

Calculated values
total charge	-1
gap between HOMO and LUMO	6.271	eV
strongest force on any atom	4.131	eV/A
2S+1	1
DFT total energy	-6698.93587	Eh